Formula: C6H10O
Source: the OMol25 dataset
Level of theory: ωB97M-V/def2-TZVPD

The geometry in ORCA input format:
```
! wB97M-V def2-TZVPD RIJCOSX def2/J DEFGRID3
* xyz 0 1
C -2.224 -0.218 0.063
C -0.811 0.104 -0.293
C 0.228 -1.002 -0.178
C 1.181 0.235 0.263
C 2.415 0.264 -0.500
O 2.405 0.124 0.932
C -0.030 1.023 0.654
H -2.239 -0.685 1.054
H -2.806 0.704 0.089
H -2.659 -0.912 -0.660
H -0.714 0.521 -1.306
H 0.096 -1.718 0.636
H 0.246 -1.643 -1.098
H 2.201 -0.688 -0.975
H 3.080 1.029 -0.894
H -0.116 2.103 0.513
H -0.252 0.760 1.698
*
```

## Properties
* DFT total energy: -309.74388 Ha
* ΔE to the lowest compared entry with this formula, charge and spin: 61.8 kcal per mole

---

Formula: C6H10O
Source: the OMol25 dataset
Level of theory: ωB97M-V/def2-TZVPD

The geometry in ORCA input format:
```
! wB97M-V def2-TZVPD RIJCOSX def2/J DEFGRID3
* xyz 0 1
C -1.653 1.236 -0.201
C -0.775 0.373 0.255
C 1.906 -0.135 0.419
C 1.712 -0.449 -1.078
C 0.617 0.751 0.300
C -1.280 -0.955 0.674
O 0.890 2.039 0.201
H -2.701 1.039 -0.352
H -1.388 2.236 -0.446
H 2.065 -1.063 1.055
H 2.831 0.493 0.389
H 2.117 0.282 -1.734
H 1.071 -1.255 -1.509
H -2.435 -0.954 0.670
H -1.055 -1.664 -0.065
H -1.070 -1.473 1.631
H 0.138 2.594 -0.215
*
```

## Properties
* DFT total energy: -309.70317 Ha
* ΔE to the lowest compared entry with this formula, charge and spin: 87.4 kcal per mole

---

Formula: C6H10O
Source: the OMol25 dataset
Level of theory: ωB97M-V/def2-TZVPD

The geometry in ORCA input format:
```
! wB97M-V def2-TZVPD RIJCOSX def2/J DEFGRID3
* xyz 0 1
C 1.901 -0.473 -0.033
C 0.718 0.354 0.395
C 0.016 1.288 -0.598
C -1.341 0.998 0.060
O -2.141 0.155 -0.745
C -1.438 -1.013 -0.305
C -0.568 -0.360 0.757
H 2.261 -1.090 0.796
H 2.715 0.175 -0.364
H 1.628 -1.137 -0.862
H 0.984 0.977 1.263
H 0.395 2.309 -0.662
H 0.012 0.858 -1.610
H -1.508 0.991 1.127
H -0.856 -1.502 -1.090
H -2.170 -1.710 0.104
H -0.608 -0.820 1.767
*
```

## Properties
* DFT total energy: -309.70288 Ha
* ΔE to the lowest compared entry with this formula, charge and spin: 87.5 kcal per mole

---

Formula: C6H10O
Source: the OMol25 dataset
Level of theory: ωB97M-V/def2-TZVPD

The geometry in ORCA input format:
```
! wB97M-V def2-TZVPD RIJCOSX def2/J DEFGRID3
* xyz 0 1
C 2.109 0.009 -0.325
C 0.772 0.108 0.312
C 0.134 -0.864 0.968
C -1.350 -0.825 0.635
C -1.215 -0.131 -0.737
C -0.252 1.003 -0.376
O -0.787 2.042 0.425
H 2.744 -0.749 0.134
H 2.635 0.960 -0.436
H 1.831 -0.359 -1.331
H 0.621 -1.730 1.404
H -1.952 -0.220 1.335
H -1.805 -1.819 0.598
H -0.591 -0.763 -1.394
H -2.123 0.113 -1.280
H 0.154 1.516 -1.252
H -0.925 1.710 1.321
*
```

## Properties
* DFT total energy: -309.80730 Ha
* ΔE to the lowest compared entry with this formula, charge and spin: 22.0 kcal per mole

---

Formula: C6H10O
Source: the OMol25 dataset
Level of theory: ωB97M-V/def2-TZVPD

The geometry in ORCA input format:
```
! wB97M-V def2-TZVPD RIJCOSX def2/J DEFGRID3
* xyz 0 1
C 0.114 -2.323 -0.129
O 0.746 -1.215 0.476
C -0.157 -0.291 0.997
C -0.994 0.612 0.147
C -0.256 1.001 -1.132
C 0.934 1.522 -0.282
C 0.172 1.155 0.991
H 0.767 -3.191 -0.014
H -0.064 -2.155 -1.200
H -0.850 -2.547 0.345
H -0.664 -0.640 1.901
H -2.063 0.717 0.312
H -0.761 1.808 -1.670
H -0.043 0.189 -1.835
H 1.084 2.600 -0.387
H 1.889 1.008 -0.417
H 0.146 1.751 1.898
*
```

## Properties
* DFT total energy: -309.77469 Ha
* ΔE to the lowest compared entry with this formula, charge and spin: 42.5 kcal per mole

---

Formula: C6H10O
Source: the OMol25 dataset
Level of theory: ωB97M-V/def2-TZVPD

The geometry in ORCA input format:
```
! wB97M-V def2-TZVPD RIJCOSX def2/J DEFGRID3
* xyz 0 1
C 1.784 0.460 -0.639
C 0.504 0.175 0.101
C 0.184 -1.268 0.510
C -1.233 -1.134 -0.106
C -0.903 0.316 -0.541
C -1.296 1.460 0.353
O 0.340 1.053 1.252
H 2.638 0.318 0.033
H 1.892 -0.220 -1.490
H 1.802 1.490 -1.012
H 0.823 -2.006 0.015
H 0.230 -1.422 1.591
H -2.059 -1.213 0.608
H -1.425 -1.823 -0.935
H -0.993 0.540 -1.609
H -2.060 1.207 1.101
H -0.064 1.956 0.807
*
```

## Properties
* DFT total energy: -309.67492 Ha
* ΔE to the lowest compared entry with this formula, charge and spin: 105.1 kcal per mole

---

Formula: C6H10O
Source: the OMol25 dataset
Level of theory: ωB97M-V/def2-TZVPD

The geometry in ORCA input format:
```
! wB97M-V def2-TZVPD RIJCOSX def2/J DEFGRID3
* xyz 0 1
O 0.376 -1.149 1.704
C -0.740 -0.488 1.094
C -1.054 -1.112 -0.242
C -0.327 -0.755 -1.303
C 0.698 0.362 -1.289
C 0.977 0.963 0.107
C -0.370 0.982 0.853
H 0.833 -1.622 0.995
H -1.567 -0.619 1.802
H -1.855 -1.843 -0.329
H -0.498 -1.254 -2.256
H 0.302 1.169 -1.921
H 1.610 0.011 -1.790
H 1.751 0.368 0.606
H 1.394 1.971 0.027
H -0.450 1.559 1.783
H -1.081 1.456 0.161
*
```

## Properties
* DFT total energy: -309.82939 Ha
* ΔE to the lowest compared entry with this formula, charge and spin: 8.1 kcal per mole

---

Formula: C6H10O
Source: the OMol25 dataset
Level of theory: ωB97M-V/def2-TZVPD

The geometry in ORCA input format:
```
! wB97M-V def2-TZVPD RIJCOSX def2/J DEFGRID3
* xyz 0 1
C 2.274 0.033 0.036
C 0.813 -0.180 -0.230
C 0.019 0.487 -1.092
C -1.369 -0.090 -1.063
C -1.257 -1.174 -0.030
C 0.002 -1.221 0.434
H 2.435 0.508 1.011
H 2.730 0.668 -0.729
H 2.811 -0.922 0.050
H 0.325 1.299 -1.744
H -1.655 -0.500 -2.043
H -2.135 0.650 -0.794
H -2.082 -1.813 0.265
H 0.387 -1.904 1.186
O -1.359 1.687 1.639
H -0.806 1.506 0.868
H -1.134 0.964 2.235
*
```

## Properties
* DFT total energy: -309.82949 Ha
* ΔE to the lowest compared entry with this formula, charge and spin: 8.1 kcal per mole

---

Formula: C6H10O
Source: the OMol25 dataset
Level of theory: ωB97M-V/def2-TZVPD

The geometry in ORCA input format:
```
! wB97M-V def2-TZVPD RIJCOSX def2/J DEFGRID3
* xyz 0 1
C 1.893 -0.253 -0.035
C 0.747 0.296 0.544
C -0.061 -0.646 1.202
C -1.023 -0.979 0.242
C -1.337 0.247 -0.611
C -0.146 1.191 -0.302
O -0.535 2.373 0.372
H 2.467 0.304 -0.776
H 1.018 -1.196 -0.834
H 2.464 -1.003 0.516
H 0.331 -1.369 1.914
H -1.753 -1.780 0.357
H 0.059 -1.556 -0.681
H -1.430 0.010 -1.674
H -2.270 0.722 -0.291
H 0.359 1.528 -1.212
H -0.783 2.114 1.270
*
```

## Properties
* DFT total energy: -309.69723 Ha
* ΔE to the lowest compared entry with this formula, charge and spin: 91.1 kcal per mole

---

Formula: C6H10O
Source: the OMol25 dataset
Level of theory: ωB97M-V/def2-TZVPD

The geometry in ORCA input format:
```
! wB97M-V def2-TZVPD RIJCOSX def2/J DEFGRID3
* xyz 0 1
C -2.306 0.212 -0.191
C -0.826 0.117 0.076
C -0.316 1.030 1.157
C -0.062 -0.746 -0.599
C 1.376 -1.085 -0.309
C 2.440 -0.073 -0.678
O 2.250 1.081 -0.968
H -2.628 1.245 -0.366
H -2.860 -0.149 0.687
H -2.606 -0.398 -1.049
H -0.436 2.073 0.839
H 0.744 0.881 1.378
H -0.892 0.910 2.084
H -0.525 -1.312 -1.406
H 1.648 -2.030 -0.797
H 1.524 -1.274 0.766
H 3.475 -0.483 -0.624
*
```

## Properties
* DFT total energy: -309.82722 Ha
* ΔE to the lowest compared entry with this formula, charge and spin: 9.5 kcal per mole

---

Formula: C6H10O
Source: the OMol25 dataset
Level of theory: ωB97M-V/def2-TZVPD

The geometry in ORCA input format:
```
! wB97M-V def2-TZVPD RIJCOSX def2/J DEFGRID3
* xyz 0 1
C 2.114 0.423 -0.228
C 0.873 -0.449 -0.191
C 0.027 -0.610 1.106
C -1.226 -0.360 0.263
O -2.261 -1.289 0.271
C -1.217 1.058 -0.203
C -0.384 0.008 -0.930
H 2.934 0.029 0.387
H 1.872 1.434 0.118
H 2.463 0.495 -1.265
H 1.095 -1.456 -0.561
H 0.220 0.140 1.884
H 0.068 -1.601 1.563
H -3.117 -0.869 0.121
H -2.077 1.399 -0.777
H -0.776 1.859 0.400
H -0.627 -0.238 -1.959
*
```

## Properties
* DFT total energy: -309.78791 Ha
* ΔE to the lowest compared entry with this formula, charge and spin: 34.2 kcal per mole

---

Formula: C6H10O
Source: the OMol25 dataset
Level of theory: ωB97M-V/def2-TZVPD

The geometry in ORCA input format:
```
! wB97M-V def2-TZVPD RIJCOSX def2/J DEFGRID3
* xyz 0 1
C 2.188 -0.555 0.108
C 0.960 -0.279 0.893
C -1.007 -0.269 -1.107
C -1.669 0.605 -0.089
C -1.713 -0.877 0.092
O -0.896 1.353 0.821
C 0.492 1.121 0.751
H 2.605 0.255 -0.515
H 1.925 -1.398 -0.553
H 2.954 -0.978 0.766
H 0.073 -0.223 -1.204
H -1.483 -0.417 -2.068
H -2.563 1.156 -0.365
H -2.620 -1.426 -0.126
H -1.143 -1.241 0.941
H 0.935 1.706 -0.078
H 0.919 1.523 1.693
*
```

## Properties
* DFT total energy: -309.65947 Ha
* ΔE to the lowest compared entry with this formula, charge and spin: 114.8 kcal per mole

---

Formula: C6H10O
Source: the OMol25 dataset
Level of theory: ωB97M-V/def2-TZVPD

The geometry in ORCA input format:
```
! wB97M-V def2-TZVPD RIJCOSX def2/J DEFGRID3
* xyz 0 1
C 0.672 -1.679 -0.669
C 1.664 -1.050 -0.049
O 1.948 -1.075 1.278
H -0.008 -2.339 -0.138
H 0.494 -1.513 -1.724
H 2.377 -0.433 -0.583
H 1.222 -1.518 1.738
C 0.268 2.420 -0.568
C 1.408 2.040 -0.570
H -0.733 2.784 -0.568
H 2.429 1.737 -0.573
C -1.840 -0.540 0.493
C -2.085 0.750 0.318
H -1.383 -0.913 1.407
H -2.070 -1.276 -0.272
H -2.519 1.123 -0.606
H -1.844 1.482 1.084
*
```

## Properties
* DFT total energy: -309.69625 Ha
* ΔE to the lowest compared entry with this formula, charge and spin: 91.7 kcal per mole

---

Formula: C6H10O
Source: the OMol25 dataset
Level of theory: ωB97M-V/def2-TZVPD

The geometry in ORCA input format:
```
! wB97M-V def2-TZVPD RIJCOSX def2/J DEFGRID3
* xyz 0 1
C -1.957 0.175 0.837
C -1.425 0.999 -0.061
C 0.001 1.499 0.008
C 0.815 0.704 -0.978
C 1.574 -0.369 -0.719
C 1.809 -0.968 0.613
O 1.349 -0.584 1.670
H -1.386 -0.158 1.701
H -2.969 -0.205 0.728
H -2.006 1.298 -0.935
H 0.042 2.562 -0.261
H 0.393 1.372 1.017
H 0.713 1.003 -2.022
H 2.056 -0.887 -1.546
H 2.470 -1.861 0.597
H -0.919 -1.988 -0.200
H -0.561 -2.592 -0.448
*
```

## Properties
* DFT total energy: -309.76321 Ha
* ΔE to the lowest compared entry with this formula, charge and spin: 49.7 kcal per mole

---

Formula: C6H10O
Source: the OMol25 dataset
Level of theory: ωB97M-V/def2-TZVPD

The geometry in ORCA input format:
```
! wB97M-V def2-TZVPD RIJCOSX def2/J DEFGRID3
* xyz 0 1
C 1.017 1.888 -0.387
C 0.538 0.487 -0.174
C 1.196 -0.574 -0.621
C 0.632 -1.816 -0.058
O -0.144 -1.391 1.054
C -0.532 0.031 0.800
C -1.989 -0.125 0.378
H 0.344 2.519 -0.973
H 1.185 2.376 0.582
H 1.984 1.846 -0.901
H 1.977 -0.604 -1.367
H 1.366 -2.595 0.203
H 0.046 -2.156 -0.928
H -0.511 0.713 1.679
H -2.548 0.803 0.229
H -2.038 -0.736 -0.527
H -2.467 -0.688 1.188
*
```

## Properties
* DFT total energy: -309.80955 Ha
* ΔE to the lowest compared entry with this formula, charge and spin: 20.6 kcal per mole

---

Formula: C6H10O
Source: the OMol25 dataset
Level of theory: ωB97M-V/def2-TZVPD

The geometry in ORCA input format:
```
! wB97M-V def2-TZVPD RIJCOSX def2/J DEFGRID3
* xyz 0 1
C -2.221 0.225 0.774
C -1.943 -0.188 -0.616
C -0.683 -1.156 -1.072
C -0.871 0.306 -1.458
O -0.185 1.184 -1.921
H -2.659 -0.575 1.242
H -2.989 0.983 0.763
H -1.355 0.421 1.279
H -2.677 -0.621 -1.217
H 0.009 -1.213 -0.353
H -1.043 -2.000 -1.663
C 2.449 0.753 0.194
C 2.509 -0.172 -0.732
H 2.311 0.611 1.211
H 2.434 1.840 -0.105
H 2.499 -1.237 -0.478
H 2.643 0.051 -1.816
*
```

## Properties
* DFT total energy: -309.72385 Ha
* ΔE to the lowest compared entry with this formula, charge and spin: 74.4 kcal per mole

---

Formula: C6H10O
Source: the OMol25 dataset
Level of theory: ωB97M-V/def2-TZVPD

The geometry in ORCA input format:
```
! wB97M-V def2-TZVPD RIJCOSX def2/J DEFGRID3
* xyz 0 1
O 2.212 -0.955 0.738
C 1.290 -0.447 -0.222
C 1.068 1.029 -0.010
C -0.124 1.622 -0.070
C -1.394 0.843 -0.294
C -1.249 -0.562 0.292
C -0.019 -1.269 -0.283
H 1.852 -0.759 1.612
H 1.819 -0.575 -1.174
H 1.970 1.608 0.181
H -0.198 2.700 0.060
H -1.608 0.778 -1.371
H -2.246 1.365 0.157
H -1.167 -0.477 1.384
H -2.145 -1.159 0.085
H 0.168 -2.211 0.243
H -0.228 -1.532 -1.328
*
```

## Properties
* DFT total energy: -309.83853 Ha
* ΔE to the lowest compared entry with this formula, charge and spin: 2.4 kcal per mole

---

Formula: C6H10O
Source: the OMol25 dataset
Level of theory: ωB97M-V/def2-TZVPD

The geometry in ORCA input format:
```
! wB97M-V def2-TZVPD RIJCOSX def2/J DEFGRID3
* xyz 0 1
C 1.066 -1.415 1.235
C -0.145 -0.666 0.758
O -0.217 0.666 1.685
C -0.255 1.362 0.478
C 0.871 1.179 -0.468
C -0.222 0.162 -0.498
C -1.233 -0.036 -1.602
H 1.178 -2.404 0.778
H 1.984 -0.844 1.071
H 0.924 -1.541 2.311
H -1.068 -1.248 0.879
H -0.906 2.225 0.372
H 0.841 1.880 -1.293
H 1.863 0.914 -0.122
H -0.875 -0.582 -2.483
H -2.121 -0.560 -1.224
H -1.566 0.951 -1.945
*
```

## Properties
* DFT total energy: -309.76628 Ha
* ΔE to the lowest compared entry with this formula, charge and spin: 47.7 kcal per mole

---

Formula: C6H10O
Source: the OMol25 dataset
Level of theory: ωB97M-V/def2-TZVPD

The geometry in ORCA input format:
```
! wB97M-V def2-TZVPD RIJCOSX def2/J DEFGRID3
* xyz 0 1
C -0.023 -1.233 -0.494
C -1.192 -1.235 0.139
C -1.821 0.131 0.223
C -0.879 1.017 -0.630
C 0.247 0.088 -1.145
H 0.619 -2.096 -0.635
H -1.670 -2.127 0.528
H -2.844 0.130 -0.167
H -1.887 0.472 1.267
H -1.421 1.491 -1.454
H -0.435 1.824 -0.036
H 1.240 0.502 -0.856
H 0.279 -0.032 -2.234
C 2.285 0.159 0.677
O 1.622 -0.695 1.214
H 3.081 -0.075 -0.056
H 2.179 1.229 0.934
*
```

## Properties
* DFT total energy: -309.78333 Ha
* ΔE to the lowest compared entry with this formula, charge and spin: 37.1 kcal per mole

---

Formula: C6H10O
Source: the OMol25 dataset
Level of theory: ωB97M-V/def2-TZVPD

The geometry in ORCA input format:
```
! wB97M-V def2-TZVPD RIJCOSX def2/J DEFGRID3
* xyz 0 1
C 2.562 -2.024 0.150
C 1.847 -0.972 -0.307
C 0.471 -0.836 -0.196
C -0.654 -0.394 -0.316
C -1.874 0.381 -0.420
C -3.114 -0.141 0.296
H 3.645 -2.040 0.097
H 2.064 -2.918 0.507
H 2.337 -0.101 -0.752
H -1.650 1.341 -0.033
H -2.106 0.512 -1.479
H -3.455 -1.079 -0.136
H -3.925 0.575 0.230
H -2.815 -0.198 1.350
O 2.195 2.660 -0.033
H 2.845 3.120 0.512
H 1.627 2.114 0.530
*
```

## Properties
* DFT total energy: -309.76061 Ha
* ΔE to the lowest compared entry with this formula, charge and spin: 51.3 kcal per mole